[1]
{"formula": "C21H16BrN2O4S2", "method": "ωB97M-V/def2-TZVPD", "e_homo_ev": -3.068, "charge": -1, "fmax_ev_per_a": 2.298, "symbols": ["Br", "C", "C", "C", "C", "S", "C", "C", "H", "H", "H", "H", "C", "C", "C", "C", "C", "S", "O", "O", "N", "C", "C", "C", "C", "C", "C", "C", "N", "O", "O", "C", "C", "C", "H", "H", "H", "H", "H", "H", "H", "H", "H", "H", "H", "H"], "coordinates": [[5.36, 1.06, -4.33], [3.46, 1.07, -4.32], [2.75, -0.14, -4.31], [1.36, -0.14, -4.27], [0.65, 1.09, -4.17], [-0.98, 1.13, -3.88], [1.38, 2.31, -4.29], [2.77, 2.30, -4.32], [3.29, -1.09, -4.33], [0.80, -1.07, -4.25], [0.83, 3.24, -4.29], [3.32, 3.23, -4.33], [-2.97, -3.43, 4.81], [-2.53, -2.90, 3.48], [-1.55, -3.57, 2.74], [-1.14, -3.10, 1.49], [-1.68, -1.91, 0.99], [-1.15, -1.33, -0.60], [0.01, -2.08, -1.02], [-2.28, -1.09, -1.45], [-0.58, 0.28, -0.28], [0.48, 0.59, 0.60], [1.29, -0.24, 1.38], [2.26, 0.37, 2.19], [2.41, 1.77, 2.20], [1.61, 2.59, 1.40], [0.65, 1.99, 0.59], [-0.34, 2.50, -0.35], [-0.60, 3.86, -0.60], [0.25, 4.72, -0.25], [-1.68, 4.17, -1.15], [-1.06, 1.43, -0.85], [-2.68, -1.24, 1.70], [-3.08, -1.73, 2.95], [-3.74, -2.80, 5.24], [-3.37, -4.44, 4.70], [-2.13, -3.49, 5.50], [-1.11, -4.48, 3.15], [-0.39, -3.64, 0.92], [1.17, -1.32, 1.34], [2.90, -0.25, 2.81], [3.17, 2.22, 2.84], [1.71, 3.67, 1.37], [-1.87, 1.45, -1.55], [-3.14, -0.35, 1.28], [-3.84, -1.19, 3.52]], "lowdin_charge": [0.64, -0.74, -0.16, -0.14, -0.83, 0.55, -0.15, -0.16, 0.08, 0.09, 0.09, 0.09, -0.05, -0.27, -0.03, -0.05, -0.28, 0.73, -0.27, -0.27, -0.08, -0.17, -0.02, -0.09, -0.09, -0.02, -0.09, -0.10, -0.32, 0.03, 0.04, -0.04, -0.03, -0.03, 0.07, 0.08, 0.08, 0.12, 0.12, 0.10, 0.10, 0.09, 0.10, 0.06, 0.12, 0.12]}

***

[2]
{"formula": "C21H16Cl2N4O3", "method": "ωB97M-V/def2-TZVPD", "e_homo_ev": -8.159, "smiles": "Cc1c(/N=C2/C(=O)N(c3ccccc3Cl)C(=O)[C@H]2Cl)c(=O)n(-c2ccccc2)n1C", "de_lowest_ev": 0.000, "charge": 0, "fmax_ev_per_a": 5.653, "symbols": ["C", "C", "C", "N", "C", "C", "O", "N", "C", "C", "C", "C", "C", "C", "Cl", "C", "O", "C", "Cl", "C", "O", "N", "C", "C", "C", "C", "C", "C", "N", "C", "H", "H", "H", "H", "H", "H", "H", "H", "H", "H", "H", "H", "H", "H", "H", "H"], "coordinates": [[-2.14, 1.97, -2.51], [-1.92, 0.62, -1.81], [-0.75, 0.16, -1.29], [0.50, 0.83, -1.31], [1.13, 1.06, -0.17], [2.46, 1.70, -0.10], [3.14, 1.98, -1.04], [2.81, 1.97, 1.23], [4.09, 2.28, 1.73], [4.28, 3.35, 2.64], [5.55, 3.60, 3.18], [6.68, 2.85, 2.81], [6.48, 1.75, 1.96], [5.23, 1.44, 1.46], [5.06, 0.07, 0.44], [1.80, 1.48, 1.98], [1.75, 1.52, 3.22], [0.64, 0.89, 1.22], [-0.89, 1.85, 1.47], [-1.04, -1.20, -0.74], [-0.25, -1.94, -0.14], [-2.41, -1.42, -0.93], [-2.94, -2.70, -0.94], [-3.53, -3.20, -2.11], [-4.03, -4.51, -2.13], [-3.92, -5.31, -0.97], [-3.35, -4.79, 0.20], [-2.82, -3.51, 0.21], [-2.96, -0.31, -1.65], [-4.39, 0.06, -1.54], [-1.21, 2.61, -2.52], [-2.90, 2.54, -2.00], [-2.38, 1.80, -3.56], [3.42, 3.98, 2.91], [5.66, 4.43, 3.87], [7.65, 3.11, 3.19], [7.31, 1.08, 1.65], [0.48, -0.14, 1.50], [-3.65, -2.58, -3.00], [-4.50, -4.97, -3.00], [-4.29, -6.33, -0.99], [-3.27, -5.43, 1.08], [-2.30, -3.19, 1.12], [-4.57, 0.96, -2.16], [-4.66, 0.31, -0.50], [-5.04, -0.73, -1.93]], "lowdin_charge": [0.00, -0.19, -0.17, 0.22, -0.19, -0.39, 0.13, 0.09, -0.18, 0.01, -0.07, -0.06, -0.11, -0.57, 0.76, -0.43, 0.09, -0.47, 0.68, -0.35, 0.05, 0.05, -0.21, -0.02, -0.07, -0.09, -0.08, -0.01, -0.06, 0.00, 0.10, 0.06, 0.09, 0.13, 0.10, 0.10, 0.11, 0.12, 0.11, 0.10, 0.10, 0.11, 0.12, 0.09, 0.10, 0.08]}

***

[3]
{"formula": "C21H16Cl3N5O4S2Y", "method": "ωB97M-V/def2-TZVPD", "e_homo_ev": -11.303, "de_lowest_ev": 0.000, "charge": 1, "fmax_ev_per_a": 0.488, "symbols": ["Y", "N", "C", "C", "C", "C", "C", "C", "N", "C", "C", "C", "S", "C", "N", "H", "H", "H", "H", "H", "H", "H", "C", "C", "C", "C", "C", "C", "C", "S", "O", "O", "N", "C", "C", "O", "O", "H", "H", "H", "H", "H", "H", "H", "H", "H", "Cl", "C", "Cl", "Cl", "C", "N"], "coordinates": [[0.06, 0.83, -0.03], [3.64, 2.42, -2.31], [4.45, 1.74, -1.41], [5.83, 1.64, -1.27], [6.29, 0.87, -0.22], [5.40, 0.21, 0.65], [4.04, 0.31, 0.51], [3.57, 1.09, -0.54], [2.26, 1.38, -0.93], [2.36, 2.17, -1.98], [1.17, 2.66, -2.68], [1.06, 3.38, -3.82], [-0.59, 3.60, -4.21], [-1.03, 2.70, -2.83], [-0.03, 2.28, -2.11], [3.96, 2.98, -3.08], [6.51, 2.14, -1.94], [7.35, 0.76, -0.07], [5.81, -0.39, 1.46], [3.35, -0.20, 1.18], [1.84, 3.78, -4.46], [-2.06, 2.48, -2.59], [-3.62, -6.23, 0.49], [-3.35, -4.77, 0.31], [-4.40, -3.85, 0.27], [-4.16, -2.50, 0.07], [-2.86, -2.07, -0.08], [-1.79, -2.96, -0.04], [-2.05, -4.30, 0.16], [-2.58, -0.35, -0.25], [-1.46, -0.19, -1.28], [-3.77, 0.31, -0.68], [-1.92, 0.22, 1.06], [-1.65, -0.60, 2.24], [-0.20, -1.16, 2.28], [0.09, -2.04, 3.04], [0.63, -0.55, 1.45], [-4.58, -6.40, 0.98], [-2.84, -6.70, 1.09], [-3.64, -6.74, -0.47], [-5.42, -4.20, 0.39], [-4.98, -1.79, 0.03], [-0.77, -2.61, -0.16], [-1.22, -5.00, 0.20], [-2.33, -1.45, 2.35], [-1.78, 0.01, 3.13], [0.23, 4.78, 4.31], [-0.89, 4.81, 2.95], [-0.83, 6.37, 2.12], [-2.53, 4.42, 3.46], [-0.46, 3.78, 2.00], [-0.13, 2.97, 1.26]], "lowdin_charge": [1.52, 0.20, -0.17, 0.00, -0.06, -0.06, 0.00, -0.21, 0.06, -0.26, -0.31, -0.31, 1.12, -0.41, -0.06, 0.17, 0.12, 0.11, 0.11, 0.11, 0.09, 0.10, -0.04, -0.25, -0.02, -0.04, -0.31, -0.05, -0.01, 0.61, -0.46, -0.28, -0.30, -0.17, -0.62, 0.10, -0.23, 0.08, 0.08, 0.09, 0.12, 0.12, 0.11, 0.12, 0.12, 0.12, 0.67, -1.63, 0.66, 0.67, -0.32, 0.17]}

***

Number 1: M 504.41 g/mol. Number 2: M 443.29 g/mol. Number 3: M 661.79 g/mol.